Below is a 2-piece molecular cluster, F2HNS overall in a non-equilibrium geometry, with properties calculated with ωB97M-V with the def2-TZVPD basis set.

Structure (XYZ):
```
5
F2HNS (ωB97M-V with the def2-TZVPD basis set)
N -1.465 0.886 0.133
F 3.072 0.574 -0.807
F -1.922 -1.603 -0.036
S -2.005 -0.149 0.936
H 2.320 0.291 -0.225
```

As for the multiplicity: 1.

Computed Löwdin charges, given in elementary charges: -0.406 -0.139 -0.507 0.915 0.136


Below is a 19-piece molecular cluster, C2H41NO18 overall in a non-equilibrium geometry, with properties calculated with ωB97M-V with the def2-TZVPD basis set.

Structure (XYZ):
```
62
C2H41NO18 (ωB97M-V with the def2-TZVPD basis set)
C 1.858 3.757 -1.334
C 0.785 3.737 -2.128
N -0.516 3.653 -1.652
H 1.921 3.637 -0.256
H 2.944 3.758 -1.589
H 0.974 3.696 -3.240
H -0.691 3.748 -0.640
H -1.270 3.339 -2.264
H 3.120 -3.435 -0.943
H 1.625 -3.921 -0.836
O 2.400 -3.659 -0.340
H -3.997 3.741 1.771
H -3.132 3.448 2.995
O -3.786 3.019 2.397
H 0.015 -2.106 -4.475
H -0.634 -3.121 -3.338
O -0.339 -2.990 -4.221
H 2.195 3.864 2.639
H 1.140 3.890 3.802
O 1.499 3.370 3.100
H 1.709 1.685 3.643
H 1.006 0.262 3.818
O 1.857 0.755 3.916
H 0.276 -1.050 -0.379
H -1.093 -1.135 -0.827
O -0.470 -0.423 -0.592
H -0.538 0.094 0.906
H -0.725 -0.592 2.282
O -0.774 0.329 1.911
H -0.042 0.166 -3.684
H 0.968 -0.779 -3.063
O 0.578 -0.525 -3.910
H -3.784 1.627 1.390
H -2.367 0.778 1.364
O -3.290 0.791 1.014
H -1.165 -4.395 0.292
H -2.441 -4.081 1.126
O -2.047 -4.114 0.193
H 4.308 -0.386 2.339
H 2.814 -0.135 2.724
O 3.427 -0.560 2.059
H -2.236 2.329 0.365
H -0.863 2.772 0.909
O -1.707 3.089 0.583
H 3.463 -0.695 0.271
H 3.347 -0.404 -1.336
O 3.057 -0.977 -0.575
H -2.422 -2.903 -1.137
H -3.602 -1.901 -1.020
O -2.711 -1.897 -1.322
H -2.814 -0.099 -1.775
H -3.935 0.772 -1.444
O -3.255 0.695 -2.128
H 1.707 -2.690 0.737
H 2.016 -1.522 1.638
O 1.185 -2.086 1.397
H 2.697 1.789 -1.965
H 1.765 0.913 -1.386
O 2.413 0.887 -2.153
H 0.415 -4.879 2.512
H 0.362 -3.681 1.756
O -0.159 -4.468 1.880
```

As for the multiplicity: 1.

Computed Löwdin charges, given in elementary charges: -0.103 -0.283 0.056 0.031 0.054 0.130 0.047 0.095 0.073 0.062 -0.029 0.072 0.082 -0.070 0.010 -0.016 -0.080 0.072 0.050 -0.024 0.007 0.063 -0.073 0.060 0.028 -0.053 0.040 0.065 -0.134 0.053 0.033 -0.045 0.051 -0.021 -0.141 -0.021 0.109 -0.068 0.058 0.040 -0.068 0.008 0.047 -0.055 0.008 0.039 -0.109 0.100 0.042 -0.106 -0.023 0.020 -0.079 0.018 0.050 -0.150 0.005 0.072 -0.090 0.053 -0.017 -0.044


Below is one molecule with the formula C10H11ClN2O2S in a non-equilibrium geometry, with properties calculated with ωB97M-V with the def2-TZVPD basis set.

Structure (XYZ):
```
27
C10H11ClN2O2S (ωB97M-V with the def2-TZVPD basis set)
O -3.506 -1.204 -0.963
S -2.520 -0.296 -0.327
O -3.187 0.868 0.273
N -1.867 -1.104 0.976
C -0.554 -1.578 0.689
N 0.218 -0.384 0.559
C 1.449 -0.361 1.495
C 1.141 -0.663 2.972
C 1.340 0.783 2.464
C 0.268 0.218 -0.721
C 1.336 0.854 -1.275
C 1.190 1.439 -2.550
C -0.025 1.236 -3.283
Cl -0.095 1.967 -4.869
C -1.065 0.585 -2.625
C -0.989 0.188 -1.293
H -2.461 -1.875 1.125
H -0.151 -2.199 1.582
H -0.411 -2.133 -0.230
H 2.461 -0.532 1.155
H 2.003 -1.063 3.369
H 0.129 -1.045 3.412
H 2.377 1.164 2.503
H 0.666 1.614 2.373
H 2.310 0.867 -0.714
H 2.010 2.009 -3.064
H -2.066 0.647 -3.033
```

As for the SMILES: O=S1(=O)NCN(C2CC2)c2ccc(Cl)cc21. As for the multiplicity: 1.

Computed Löwdin charges, given in elementary charges: -0.326 0.748 -0.315 -0.101 -0.263 -0.056 -0.243 -0.076 -0.101 -0.246 -0.007 -0.071 -0.643 0.655 -0.069 -0.168 0.090 0.153 0.131 0.129 0.059 0.146 0.099 0.103 0.133 0.118 0.122


Which orbital gap belongs to each record? In order, 10.25 7.81 8.80 eV.
Which LUMO belongs to each record? In order, -1.5768 -0.2003 0.1318 eV.
Which relative energy (zero: lowest compared OMol25 entry of this formula, charge and spin) belongs to each record? In order, 0.547 3.053 0.345 eV.